Entry 1:
This record from the Open Molecules 2025 dataset describes one molecule with the formula C6H10. The level of theory is ωB97M-V/def2-TZVPD.

Element x y z (Å)
C: -0.08 2.26 0.10
H: -1.75 -0.68 0.12
H: -0.58 -0.12 1.33
H: -1.76 1.49 -0.92
H: -0.10 2.33 -1.06
H: 0.10 -0.90 -1.55
H: 0.79 -2.30 1.10
C: 1.04 2.75 0.60
H: 1.02 3.22 1.59
C: 0.32 -0.88 -0.48
C: -0.99 1.27 -0.19
H: 1.25 -0.29 -0.36
H: 1.36 -2.79 -0.50
C: -0.81 -0.14 0.26
H: -0.36 -2.91 -0.09
C: 0.54 -2.30 0.04

Orbital gap, Eh: 0.291
Max |F|, hartree/bohr: 0.0076
Highest occupied orbital energy, eV: -7.859
ΔE to the lowest compared entry with this formula, charge and spin, eV: 4.995

***

Entry 2:
This record from the Open Molecules 2025 dataset describes a 2-piece molecular cluster, C6H10 overall at a distorted geometry. The level of theory is ωB97M-V/def2-TZVPD.

Element x y z (Å)
H: -2.46 0.79 1.30
H: 3.75 -1.31 0.05
C: 2.70 -1.53 0.11
H: -1.77 0.53 -1.69
C: -1.90 1.14 0.45
C: 0.36 -0.64 -0.12
H: -3.04 4.44 0.02
H: 2.47 -2.58 -0.05
H: -2.11 -0.82 -0.52
H: 0.23 1.37 0.35
H: -3.09 3.90 0.52
H: 2.08 0.40 0.55
C: -1.84 0.23 -0.66
C: 1.76 -0.57 0.16
H: 0.06 -1.41 -0.83
C: -0.38 0.52 0.10

Orbital gap, Eh: 0.238
Max |F|, hartree/bohr: 0.0594
Highest occupied orbital energy, eV: -7.244
ΔE to the lowest compared entry with this formula, charge and spin, eV: 7.367

***

Entry 3:
This record from the Open Molecules 2025 dataset describes one molecule with the formula C6H10. The level of theory is ωB97M-V/def2-TZVPD.

Element x y z (Å)
H: 0.93 -1.34 0.72
H: 0.31 0.09 1.56
C: -0.45 -0.18 -0.42
H: 2.34 0.10 -0.77
C: 1.94 0.49 0.18
H: 1.75 1.56 0.03
H: -0.69 2.00 0.52
H: 2.72 0.39 0.94
H: -2.36 -1.13 -0.89
H: -0.04 -0.50 -1.39
C: 0.69 -0.27 0.59
C: -0.85 1.39 -0.36
H: -2.14 -0.73 0.82
H: -1.28 -2.12 0.11
C: -1.63 -1.10 -0.07
C: -1.25 1.35 -1.58

Orbital gap, Eh: 0.401
Max |F|, hartree/bohr: 0.0149
Highest occupied orbital energy, eV: -9.986
ΔE to the lowest compared entry with this formula, charge and spin, eV: 3.672

***

Entry 4:
This record from the Open Molecules 2025 dataset describes one molecule with the formula C6H10. The level of theory is ωB97M-V/def2-TZVPD.

Element x y z (Å)
H: 0.20 -0.15 1.55
C: -1.06 2.00 -0.20
H: 1.24 -0.40 -1.32
C: -1.28 0.24 -1.82
H: 1.51 1.05 -0.36
C: 0.15 -2.04 0.49
H: -1.13 1.84 0.88
H: -0.87 -1.94 0.09
H: -0.39 2.85 -0.39
C: 0.83 0.20 -0.50
C: -0.52 0.77 -0.90
C: 0.76 -0.67 0.76
H: -2.06 2.27 -0.57
H: 0.74 -2.58 -0.25
H: 0.10 -2.64 1.40
H: 1.79 -0.79 1.15

Orbital gap, Eh: 0.356
Max |F|, hartree/bohr: 0.0146
Highest occupied orbital energy, eV: -9.679
ΔE to the lowest compared entry with this formula, charge and spin, eV: 3.290